2 unconnected molecules or ions with the total composition C5H15NO in a non-equilibrium geometry, computed with the ωB97M-V functional and the def2-TZVPD basis.

As for the SMILES: CCCCNC.O. As for the highest occupied orbital energy: -8.98 eV. For the total energy, the calculation gives -8965.1568 eV. The LUMO energy comes out at 1.0 eV. Its energy above the lowest of the compared OMol25 structures with the same formula, charge and spin is 1.202 eV.

ORCA input file:
```
! RIJCOSX wB97M-V def2-TZVPD def2/J DEFGRID3
* xyz 0 1
C -1.0593 0.8570 -1.6478
C -0.9464 -0.6532 -1.8392
C -1.0091 -1.3848 -0.5240
C 0.2646 -1.2121 0.3208
N 0.1356 -0.1647 1.3259
C 1.2826 -0.1151 2.2500
H -0.4633 1.1001 -0.7640
H -2.0046 1.2517 -1.2776
H -0.5686 1.3623 -2.4739
H -1.7288 -0.9885 -2.5342
H -0.0618 -0.9000 -2.4332
H -1.8527 -1.0459 0.0554
H -1.2446 -2.4459 -0.6458
H 0.4664 -2.1904 0.7745
H 1.0768 -0.9008 -0.3330
H -0.7367 -0.2660 1.8295
H 1.0976 -0.6049 3.1979
H 2.1470 -0.4812 1.7047
H 1.5363 0.9385 2.3305
O 1.0234 2.9412 0.0709
H 0.7109 2.0356 0.2194
H 1.9347 2.8670 0.3930
*
```



A gas-phase ion, C3H5N3 (charge +2) in a non-equilibrium geometry, computed with the ωB97M-V functional and the def2-TZVPD basis.

As for the highest occupied orbital energy (alpha / beta): -21.19 / -21.19 eV. For the total energy, the calculation gives -7636.8237 eV. The LUMO energy (alpha / beta) comes out at -12.4 / -12.4 eV. Its energy above the lowest of the compared OMol25 structures with the same formula, charge and spin is 3.781 eV.

ORCA input file:
```
! RIJCOSX wB97M-V def2-TZVPD def2/J DEFGRID3
* xyz 2 1
C -1.7662 0.7932 -0.0253
C 0.5868 0.4441 -0.0011
C 1.5405 -0.3824 -0.1766
N -1.1583 -1.4238 -0.1619
N -1.8039 -0.4770 0.0342
N -0.3633 1.2202 -0.0486
H -2.5618 1.4879 -0.4146
H 1.9466 -0.9342 -0.9511
H -1.1332 -2.3670 0.4772
H 1.9976 -0.7517 0.7901
H -0.0683 2.2452 -0.0235
*
```



4 unconnected molecules or ions with the total composition C2H14N2O3 in a non-equilibrium geometry, computed with the ωB97M-V functional and the def2-TZVPD basis.

As for the SMILES: CNCN.O.O.O. As for the highest occupied orbital energy: -8.03 eV. For the total energy, the calculation gives -11422.9724 eV. The LUMO energy comes out at 0.5 eV. Its energy above the lowest of the compared OMol25 structures with the same formula, charge and spin is 1.454 eV.

ORCA input file:
```
! RIJCOSX wB97M-V def2-TZVPD def2/J DEFGRID3
* xyz 0 1
C 3.2497 1.1674 0.0746
N 2.0056 0.8597 -0.5737
C 1.6166 -0.5149 -0.5283
N 0.5606 -0.9245 -1.4911
H 3.1297 1.3938 1.1455
H 3.6653 2.0860 -0.3493
H 3.9776 0.3592 -0.0048
H 1.5930 1.4211 -1.2971
H 2.4675 -1.2035 -0.6587
H 1.2759 -0.8338 0.4747
H -0.1018 -1.3213 -0.8413
H 0.1121 -0.1140 -1.8941
O -1.3284 0.6771 0.5620
H -1.3579 -0.2413 0.8766
H -1.1093 1.2234 1.3242
O -2.1828 -1.9544 0.4062
H -2.6089 -2.7130 -0.0046
H -2.6866 -1.7956 1.2140
O -4.3290 0.5389 0.6672
H -3.3848 0.4503 0.4695
H -4.5642 1.4396 0.4287
*
```



10 unconnected molecules or ions with the total composition C40H62N2O24 in a non-equilibrium geometry, computed with the ωB97M-V functional and the def2-TZVPD basis.

As for the SMILES: C[C@H]1COC(=O)O1.C[C@H]1COC(=O)O1.C[C@H]1COC(=O)O1.C[C@H]1COC(=O)O1.C[C@H]1COC(=O)O1.C[C@H]1COC(=O)O1.C[C@H]1COC(=O)O1.C[C@H]1COC(=O)O1.CCCC#N.CCCC#N. As for the highest occupied orbital energy: -9.89 eV. For the total energy, the calculation gives -94605.4405 eV. The LUMO energy comes out at -0.2 eV.

ORCA input file:
```
! RIJCOSX wB97M-V def2-TZVPD def2/J DEFGRID3
* xyz 0 1
C -10.8398 15.3041 5.3521
C -10.3296 16.7421 5.1022
C -11.4014 17.8536 5.3491
O -10.7325 18.6878 6.2977
C -9.5979 18.2106 6.6553
O -8.7880 18.8032 7.3477
O -9.3031 17.0673 6.0050
H -10.0839 14.5105 5.1010
H -11.6698 15.0864 4.7021
H -11.1553 15.2145 6.3221
H -9.8627 16.8594 4.1145
H -12.3839 17.5785 5.7015
H -11.4837 18.4679 4.4695
C -13.3881 12.6916 2.5882
C -12.1004 11.7836 2.4853
C -11.4351 11.8384 1.0950
O -10.1797 12.3905 1.2960
C -10.0635 12.6515 2.5963
O -8.9906 13.1385 3.0524
O -11.1184 12.3747 3.2749
H -13.8215 12.5442 3.5816
H -14.1860 12.4285 1.9014
H -13.1071 13.7254 2.4612
H -12.2496 10.7989 2.9024
H -11.9925 12.4594 0.3499
H -11.2280 10.8577 0.6800
C -14.6678 14.7737 5.6215
C -14.0486 13.7005 6.5966
C -14.2812 14.0748 8.0456
O -14.8012 12.9011 8.6638
C -15.1283 12.0575 7.7561
O -15.6337 10.9746 8.0057
O -14.7146 12.4176 6.6305
H -14.4437 15.8260 5.8457
H -15.7550 14.5659 5.4840
H -14.2299 14.6642 4.6483
H -12.9731 13.5357 6.4417
H -15.0669 14.9280 8.1296
H -13.3910 14.2814 8.5426
C -10.7670 15.3837 -0.3448
C -10.7469 16.0193 1.0405
C -10.6487 17.5352 0.9663
O -11.7039 17.9369 1.7959
C -12.4824 16.8762 2.1452
O -13.5484 16.9302 2.7343
O -11.9040 15.7674 1.7392
H -10.0276 15.8533 -1.0150
H -11.7318 15.5267 -0.7916
H -10.5059 14.3163 -0.2923
H -9.9611 15.6192 1.6907
H -10.7991 17.9683 -0.0140
H -9.6824 17.8904 1.2760
C -7.4928 14.5400 6.0297
C -6.2652 14.6160 7.0067
C -6.0753 15.9798 7.7154
O -6.4510 15.6243 9.0314
C -6.5219 14.3167 9.1738
O -6.6655 13.8013 10.2972
O -6.3770 13.6421 8.0372
H -8.4271 14.7719 6.5465
H -7.5999 13.5019 5.6824
H -7.4423 15.2380 5.1726
H -5.3506 14.5030 6.4128
H -6.7173 16.7536 7.3600
H -5.0022 16.2529 7.7409
C -11.3698 10.2433 5.4949
C -10.5135 10.3634 6.7361
C -9.6238 11.6159 6.6343
O -10.2162 12.5164 7.5219
C -11.2445 11.8918 8.1472
O -11.9944 12.4070 8.9381
O -11.3365 10.6075 7.8397
H -10.8472 10.1010 4.4817
H -12.0127 11.1341 5.4129
H -11.9446 9.3791 5.6790
H -9.9015 9.5111 6.9357
H -9.4654 11.8627 5.6102
H -8.6262 11.3605 6.9889
C -9.0535 16.6484 11.0711
C -9.4833 16.5656 9.6130
C -9.8288 15.1576 9.2002
O -11.1650 15.2955 8.6706
C -11.6217 16.5203 8.8182
O -12.7308 16.9140 8.4575
O -10.6888 17.2647 9.4079
H -8.6012 17.5612 11.3342
H -8.4727 15.7674 11.2815
H -9.9360 16.4183 11.6068
H -8.6838 16.9132 9.0244
H -9.9347 14.3702 9.9735
H -9.1339 14.7749 8.4310
C -6.4115 17.5373 1.2981
C -6.6308 16.6210 2.5257
C -5.8691 15.2754 2.4573
O -4.9183 15.4505 3.5426
C -5.1307 16.5731 4.1612
O -4.4793 16.9502 5.1188
O -6.1725 17.1710 3.6934
H -5.3326 17.7504 1.1946
H -6.9374 18.4896 1.3427
H -6.6492 16.9762 0.4211
H -7.6769 16.2975 2.5888
H -5.3086 15.1556 1.5260
H -6.4226 14.3660 2.6793
C -5.2070 20.5148 3.1660
C -6.0362 21.0956 4.4313
C -7.2168 20.2276 4.8661
C -8.2501 20.0282 3.8583
N -9.0801 19.9033 3.0790
H -5.9077 20.0498 2.5325
H -4.5290 19.7532 3.4934
H -4.5636 21.3469 2.8404
H -6.4358 22.0451 4.2531
H -5.3299 21.1194 5.2256
H -7.8289 20.6314 5.6662
H -6.7960 19.2978 5.1531
C -5.5979 18.7694 9.1901
C -5.0970 18.0167 10.4720
C -3.6596 18.5161 10.8393
C -3.2912 17.9917 12.1711
N -2.9535 17.5697 13.2126
H -5.4964 19.8584 9.2982
H -6.6731 18.5676 8.8333
H -5.0171 18.5691 8.3164
H -5.1040 16.9271 10.3573
H -5.8119 18.1872 11.2750
H -3.6908 19.6196 10.8699
H -2.9167 18.1925 10.0440
*
```



A single C2H3N5O molecule in a non-equilibrium geometry, computed with the ωB97M-V functional and the def2-TZVPD basis.

As for the SMILES: [H]/N=C\n1[nH]nnc1=O. As for the highest occupied orbital energy: -10.40 eV. For the total energy, the calculation gives -11615.9793 eV. The LUMO energy comes out at -0.7 eV. Its energy above the lowest of the compared OMol25 structures with the same formula, charge and spin is 4.851 eV.

ORCA input file:
```
! RIJCOSX wB97M-V def2-TZVPD def2/J DEFGRID3
* xyz 0 1
H 0.3243 2.5432 0.4136
N 1.2314 2.0900 0.1543
C 1.1647 0.8726 -0.1427
N 0.1393 -0.1143 -0.1151
N -1.2533 0.1975 0.3859
N -1.9818 -0.8840 0.2493
N -1.4435 -1.7688 -0.4143
C 0.0106 -1.4871 -0.3834
O 0.8173 -2.1173 -0.8933
H 2.0684 0.4034 -0.8547
H -1.0774 0.2651 1.6005
*
```



A molecular structure, C10H15N2P in a non-equilibrium geometry, computed with the ωB97M-V functional and the def2-TZVPD basis.

As for the highest occupied orbital energy: -7.54 eV. For the total energy, the calculation gives -22879.8533 eV. The LUMO energy comes out at 0.6 eV. Its energy above the lowest of the compared OMol25 structures with the same formula, charge and spin is 0.000 eV.

ORCA input file:
```
! RIJCOSX wB97M-V def2-TZVPD def2/J DEFGRID3
* xyz 0 1
C 1.6787 3.1821 -1.8478
C 2.5853 2.6329 -0.9945
C 0.3656 2.7629 -1.8397
C 2.1481 1.7051 -0.0095
C -0.0427 1.8773 -0.8477
C 0.7694 1.3879 0.1156
C -0.4011 -2.8453 0.2678
C 0.8261 -2.4492 1.2170
C -1.7259 -2.1531 0.6134
C -2.7610 0.0397 0.5663
N 1.2857 -1.0908 0.8710
N -1.5845 -0.7334 0.2423
P 0.2518 0.1633 1.3690
H 2.0666 3.8278 -2.5739
H 3.6545 2.9412 -0.8821
H -0.2787 3.1815 -2.5288
H 2.8616 1.3695 0.6830
H -1.1163 1.4719 -0.7644
H -0.2469 -2.6105 -0.8285
H -0.5961 -3.8912 0.2581
H 0.6838 -2.3237 2.2893
H 1.6821 -3.2313 1.0707
H -2.5291 -2.5209 0.0346
H -1.9300 -2.3278 1.6798
H -3.0047 -0.0797 1.6517
H -2.4879 1.0915 0.2705
H -3.6419 -0.3524 0.0584
H 1.4875 -1.0253 -0.1417
*
```



Among the records above, which one has the lowest total energy? C40H62N2O24



Among the records above, which one has the highest total energy? C3H5N3



Which value of total energy does entry 1 give? -8965.1568 eV